# 1
Here is a cluster of 2 separate species, C19H40NO5S in total in a non-equilibrium geometry from the Open Molecules 2025 dataset. Energies are from the ωB97M-V functional and the def2-TZVPD basis.

XYZ file:
```
66
Properties=species:S:1:pos:R:3
C 0.912 -2.010 -3.871
C -0.208 -2.142 -2.838
C -1.254 -1.036 -2.936
C -0.693 0.244 -2.349
O -2.404 -1.548 -2.253
S -3.451 -0.401 -1.721
O -3.969 0.235 -2.906
O -4.539 -1.477 -1.231
C -5.208 -2.231 -2.268
C -6.696 -1.913 -2.252
O -7.129 -1.411 -3.512
C -8.296 -1.950 -3.974
C -9.314 -0.951 -4.437
O -8.493 -3.164 -4.020
H 1.413 -2.963 -3.965
H 1.649 -1.292 -3.529
H 0.493 -1.705 -4.820
H -0.745 -3.068 -3.023
H 0.167 -2.222 -1.821
H -1.438 -0.895 -3.996
H -0.441 0.145 -1.297
H -1.309 1.122 -2.504
H 0.241 0.440 -2.871
H -5.087 -3.278 -2.025
H -4.787 -2.056 -3.248
H -7.255 -2.789 -1.952
H -6.872 -1.144 -1.506
H -8.832 -0.040 -4.769
H -9.867 -1.389 -5.254
H -10.000 -0.732 -3.628
C 1.137 -0.497 4.169
C 1.991 0.734 4.473
C 1.742 1.903 3.523
C 2.089 1.771 2.048
N 3.496 1.423 1.634
C 3.844 -0.034 1.810
C 3.055 -0.761 0.737
C 3.063 0.200 -0.459
C 3.515 1.550 0.104
C 4.557 2.358 2.171
C 5.095 2.122 3.588
C 4.589 3.060 4.696
H 1.196 -0.795 3.120
H 1.461 -1.345 4.771
H 0.090 -0.307 4.403
H 3.047 0.461 4.503
H 1.758 1.075 5.483
H 2.204 2.810 3.915
H 0.670 2.120 3.541
H 1.894 2.737 1.584
H 1.434 1.051 1.561
H 4.917 -0.117 1.640
H 3.609 -0.371 2.813
H 2.034 -0.948 1.068
H 3.487 -1.732 0.506
H 2.081 0.264 -0.925
H 3.756 -0.129 -1.230
H 2.889 2.388 -0.186
H 4.539 1.757 -0.189
H 4.183 3.372 2.030
H 5.398 2.224 1.495
H 6.169 2.293 3.513
H 4.997 1.080 3.889
H 4.247 4.014 4.296
H 5.391 3.268 5.401
H 3.783 2.618 5.279
```

Calculated values
HOMO energy   -11.650 eV
Net charge   +1
E   -1576.82704 hartree



# 2
Here is the molecule C16H20O2 in a non-equilibrium geometry from the Open Molecules 2025 dataset. Energies are from the ωB97M-V functional and the def2-TZVPD basis.

XYZ file:
```
38
Properties=species:S:1:pos:R:3
O 3.238 -2.842 3.815
O -3.427 3.151 -2.672
C 2.333 -2.359 3.189
C -2.742 2.199 -2.450
C 1.014 -0.554 1.252
C 0.564 0.321 0.293
C 1.962 -2.869 1.835
C 1.805 -0.949 3.649
C 1.988 -1.707 0.876
C 0.693 -0.425 2.682
C -2.141 1.266 -3.505
C -2.251 0.143 -1.476
C -0.300 1.505 0.597
C 0.832 0.160 -1.196
C -2.358 1.600 -1.119
C -1.387 0.258 -2.661
C -0.847 1.913 -0.863
C -0.236 0.998 -1.972
H 1.011 -3.503 1.888
H 2.724 -3.535 1.509
H 2.721 -0.278 3.762
H 1.452 -1.159 4.586
H 3.055 -1.339 0.806
H 1.710 -2.173 -0.119
H -0.211 -0.998 2.914
H 0.415 0.595 2.929
H -1.451 1.812 -4.179
H -2.955 0.866 -3.994
H -1.847 -0.457 -0.634
H -3.241 -0.408 -1.755
H -1.041 1.180 1.274
H 0.420 2.198 1.046
H 0.921 -0.926 -1.640
H 1.741 0.664 -1.478
H -2.960 1.779 -0.242
H -1.105 -0.632 -3.207
H -0.483 2.909 -1.021
H 0.383 1.595 -2.719
```

Calculated values
SMILES   O=C1CCC(=C2C[C@H]3[C@@H]4CC(=O)[C@@H](C4)[C@H]3C2)CC1
HOMO energy   -8.690 eV
E   -772.09724 hartree



# 3
Here is a cluster of 11 separate species, C24H60BO18 in total in a non-equilibrium geometry from the Open Molecules 2025 dataset. Energies are from the ωB97M-V functional and the def2-TZVPD basis.

XYZ file:
```
103
Properties=species:S:1:pos:R:3
O -0.465 -0.996 5.443
C -0.132 -2.111 5.772
O 0.659 -3.021 5.186
B 0.753 -4.279 5.997
O -0.011 -3.974 7.232
C -0.666 -2.735 7.062
O -1.489 -2.272 7.854
O 2.095 -4.706 6.250
C 2.306 -6.011 6.012
O 3.225 -6.663 6.396
C 0.954 -6.454 5.387
O 0.179 -5.363 5.192
O 0.713 -7.636 5.045
C 0.058 -0.421 10.679
O 0.819 -1.268 11.491
H 0.410 0.608 10.751
H -0.063 -0.830 9.676
H -0.956 -0.469 11.076
H 1.719 -0.964 11.350
C -1.086 -5.934 2.426
O -1.705 -6.530 1.314
H -1.793 -5.720 3.227
H -0.507 -6.671 2.983
H -0.570 -5.012 2.158
H -1.446 -6.039 0.531
C 3.783 -9.287 9.052
O 3.965 -9.166 7.630
H 2.780 -9.542 9.393
H 4.431 -10.064 9.456
H 4.086 -8.329 9.474
H 3.578 -8.330 7.359
C 5.938 -6.141 8.798
O 6.020 -6.144 7.380
H 5.949 -5.120 9.180
H 4.927 -6.462 9.048
H 6.622 -6.757 9.382
H 5.269 -5.661 7.028
C 4.035 -2.844 7.480
O 4.737 -1.917 8.229
H 3.767 -2.410 6.517
H 4.716 -3.695 7.519
H 3.117 -3.048 8.032
H 4.881 -2.411 9.039
C -2.779 -0.365 2.540
C -1.403 -1.058 2.288
C -1.056 -1.312 0.816
O -0.472 -0.132 2.808
H -2.941 -0.366 3.618
H -3.559 -0.992 2.107
H -2.871 0.652 2.157
H -1.361 -1.991 2.849
H -0.053 -1.740 0.811
H -1.119 -0.337 0.333
H -1.774 -1.878 0.223
H -0.373 -0.415 3.720
C 2.934 -1.452 2.505
C 3.088 -2.957 2.791
C 1.843 -3.688 2.283
O 4.245 -3.352 2.128
H 2.701 -1.258 1.458
H 3.826 -0.881 2.765
H 2.117 -1.092 3.130
H 3.227 -3.172 3.851
H 1.677 -3.322 1.270
H 0.950 -3.593 2.901
H 2.070 -4.753 2.233
H 5.000 -3.068 2.649
C -1.113 -6.449 8.740
C -2.181 -7.527 8.963
C -2.714 -8.044 7.652
O -1.667 -8.662 9.641
H -0.370 -6.731 7.993
H -0.601 -6.342 9.696
H -1.529 -5.483 8.451
H -2.972 -7.091 9.574
H -3.069 -7.183 7.086
H -3.505 -8.792 7.695
H -1.896 -8.496 7.090
H -1.273 -8.288 10.431
C -3.399 0.397 9.912
C -4.810 -0.074 9.594
C -5.873 0.878 10.226
O -4.922 -0.008 8.184
H -3.274 0.593 10.976
H -3.137 1.344 9.440
H -2.697 -0.306 9.462
H -4.921 -1.095 9.960
H -6.822 0.684 9.726
H -5.612 1.910 9.989
H -5.911 0.851 11.315
H -4.797 -0.909 7.876
C -4.410 -2.427 5.275
C -4.698 -3.304 6.478
C -3.992 -4.679 6.478
O -4.297 -2.648 7.686
H -4.773 -2.764 4.304
H -3.324 -2.340 5.237
H -4.652 -1.384 5.477
H -5.767 -3.517 6.478
H -2.941 -4.618 6.194
H -4.475 -5.347 5.765
H -4.116 -5.229 7.411
H -3.340 -2.720 7.716
```

Calculated values
HOMO energy (alpha / beta)   0.622 / -3.314 eV
Spin multiplicity   2
Net charge   -2
E   -2329.75586 hartree



# 4
Here is the molecule C5H11N in a non-equilibrium geometry from the Open Molecules 2025 dataset. Energies are from the ωB97M-V functional and the def2-TZVPD basis.

XYZ file:
```
17
Properties=species:S:1:pos:R:3
C 0.389 -0.674 -1.886
N 0.053 0.380 -0.904
C 1.029 0.705 0.118
C 0.622 -0.036 1.409
C -0.916 0.224 1.295
C -1.193 0.003 -0.182
H -0.425 -0.645 -2.608
H 0.339 -1.667 -1.423
H 1.349 -0.443 -2.332
H 2.048 0.400 -0.140
H 0.949 1.773 0.321
H 1.096 0.475 2.242
H 0.766 -1.109 1.403
H -1.067 1.276 1.561
H -1.495 -0.285 2.065
H -1.509 -1.011 -0.452
H -2.035 0.631 -0.487
```

Calculated values
SMILES   CN1CCCC1
HOMO energy   -8.229 eV
E   -251.83336 hartree



# 5
Here is a structure of composition C35H37BeBrP2 in a non-equilibrium geometry from the Open Molecules 2025 dataset. Energies are from the ωB97M-V functional and the def2-TZVPD basis.

XYZ file:
```
76
Properties=species:S:1:pos:R:3
Be 2.110 -0.554 1.935
C -1.852 2.420 -3.067
C -2.484 2.386 -1.889
C -3.807 1.721 -1.646
C -4.111 0.438 -2.464
C -3.000 -0.568 -2.504
C -2.018 -0.631 -3.412
C -1.825 0.325 -4.552
C -2.307 1.783 -4.339
C 2.556 -1.857 3.011
H -0.949 3.029 -3.176
H -2.109 2.979 -1.046
H -4.632 2.429 -1.842
H -3.879 1.447 -0.581
H -4.953 -0.053 -1.949
H -4.488 0.711 -3.458
H -3.098 -1.363 -1.753
H -1.353 -1.504 -3.442
H -2.329 -0.070 -5.452
H -0.751 0.365 -4.794
H -1.850 2.355 -5.159
H -3.388 1.835 -4.504
H 3.624 -1.985 2.774
H 2.058 -2.831 2.925
H 2.436 -1.474 4.029
P 0.916 1.242 1.543
P 0.919 -1.926 0.728
C -0.399 0.480 0.571
C -0.476 -0.860 0.366
C 0.153 2.096 2.959
C -1.129 2.634 2.791
C -1.716 3.378 3.816
C -1.038 3.559 5.026
C 0.220 2.973 5.218
C 0.819 2.242 4.192
C 1.555 2.562 0.427
C 2.245 2.158 -0.730
C 2.986 3.077 -1.462
C 2.944 4.435 -1.128
C 2.149 4.856 -0.064
C 1.469 3.928 0.731
C 0.129 -3.402 1.494
C -0.411 -3.250 2.790
C -0.974 -4.336 3.460
C -1.053 -5.577 2.824
C -0.540 -5.740 1.533
C 0.064 -4.659 0.874
C 1.710 -2.435 -0.838
C 3.076 -2.783 -0.850
C 3.671 -3.234 -2.031
C 2.923 -3.298 -3.214
C 1.584 -2.880 -3.223
C 0.987 -2.443 -2.038
H -1.125 1.172 0.120
H -1.414 -1.327 0.038
H -1.654 2.470 1.852
H -2.703 3.818 3.660
H -1.499 4.150 5.818
H 0.731 3.101 6.175
H 1.810 1.801 4.320
H 2.235 1.103 -1.017
H 3.603 2.737 -2.294
H 3.528 5.157 -1.704
H 2.048 5.922 0.150
H 0.881 4.256 1.588
H -0.365 -2.281 3.286
H -1.345 -4.212 4.480
H -1.499 -6.430 3.342
H -0.603 -6.711 1.035
H 0.482 -4.789 -0.124
H 3.655 -2.701 0.070
H 4.723 -3.540 -2.041
H 3.386 -3.652 -4.136
H 1.009 -2.901 -4.154
H -0.045 -2.105 -2.034
Br 3.773 0.831 2.159
```

Calculated values
HOMO energy   -6.967 eV
E   -4627.32382 hartree



# 6
Here is a structure of composition C49H52LiO21S in a non-equilibrium geometry from the Open Molecules 2025 dataset. Energies are from the ωB97M-V functional and the def2-TZVPD basis.

XYZ file:
```
124
Properties=species:S:1:pos:R:3
Li -66.494 -10.151 -63.626
S -64.914 -7.632 -63.565
O -63.574 -7.270 -63.301
O -65.297 -7.157 -64.905
O -64.990 -9.111 -63.439
O -65.817 -7.061 -62.551
C -66.107 -10.557 -66.158
O -67.322 -10.228 -65.390
H -65.167 -9.874 -65.845
H -66.175 -10.670 -67.411
H -65.708 -11.542 -65.800
H -67.967 -10.348 -66.081
C -61.878 -1.846 -63.383
C -61.566 -3.077 -62.701
C -62.131 -4.257 -63.306
C -62.878 -4.107 -64.384
C -63.302 -3.003 -65.050
C -62.738 -1.805 -64.579
O -63.289 -0.620 -65.098
O -61.891 -5.497 -62.754
H -61.659 -0.796 -63.260
H -60.980 -2.989 -61.727
H -63.257 -5.005 -64.749
H -63.816 -3.081 -65.900
H -64.083 -0.816 -65.318
H -62.518 -6.008 -62.769
C -68.499 -5.418 -68.120
C -69.065 -5.738 -69.414
C -68.788 -7.032 -69.889
C -67.999 -7.905 -69.233
C -67.418 -7.472 -68.027
C -67.619 -6.244 -67.366
O -67.157 -5.870 -66.132
O -69.204 -7.487 -71.062
H -68.613 -4.464 -67.638
H -69.691 -5.128 -69.913
H -67.910 -8.947 -69.427
H -66.646 -8.182 -67.654
H -66.338 -6.352 -65.765
H -69.132 -6.967 -71.801
C -65.866 -3.187 -62.453
C -65.624 -1.826 -62.837
C -66.715 -0.995 -63.183
C -67.955 -1.527 -63.227
C -68.229 -2.823 -62.844
C -67.201 -3.695 -62.467
O -67.399 -5.025 -62.352
O -66.574 0.261 -63.486
H -64.968 -3.532 -62.114
H -64.520 -1.420 -62.704
H -68.931 -0.682 -63.385
H -69.299 -3.322 -62.773
H -66.723 -5.629 -62.842
H -67.357 0.898 -63.178
C -61.678 -7.273 -66.876
C -60.618 -7.799 -67.630
C -60.912 -8.431 -68.835
C -62.212 -8.551 -69.343
C -63.355 -8.055 -68.681
C -63.002 -7.283 -67.408
O -64.053 -6.596 -67.030
O -59.712 -8.627 -69.645
H -61.558 -6.853 -65.985
H -59.806 -7.633 -67.127
H -62.335 -8.791 -70.381
H -64.395 -8.023 -69.073
H -64.552 -6.656 -66.157
H -59.850 -9.316 -70.252
C -62.078 -8.390 -60.148
C -62.090 -8.746 -58.823
C -61.492 -10.030 -58.483
C -60.866 -10.771 -59.470
C -60.771 -10.289 -60.834
C -61.320 -9.116 -61.117
O -61.335 -8.620 -62.470
O -61.724 -10.405 -57.201
H -62.794 -7.666 -60.633
H -62.475 -8.028 -57.944
H -60.388 -11.669 -59.402
H -60.212 -10.674 -61.677
H -62.156 -8.402 -63.022
H -61.194 -11.218 -56.959
C -63.147 -13.104 -64.010
C -62.990 -13.802 -65.228
C -62.670 -13.079 -66.427
C -62.641 -11.698 -66.364
C -62.969 -11.028 -65.125
C -63.241 -11.701 -64.002
O -63.535 -11.168 -62.834
O -62.363 -13.774 -67.594
H -62.979 -13.698 -63.120
H -62.892 -14.951 -65.421
H -62.768 -11.179 -67.290
H -62.971 -9.934 -65.044
H -63.967 -10.197 -62.926
H -62.550 -13.082 -68.312
C -64.846 -4.593 -58.165
C -65.250 -5.433 -59.186
C -66.161 -6.575 -59.005
C -66.526 -6.908 -57.833
C -66.174 -6.119 -56.704
C -65.350 -4.951 -56.829
O -64.818 -4.341 -55.742
O -66.438 -7.239 -60.123
H -64.049 -3.894 -58.316
H -65.005 -5.344 -60.288
H -66.884 -7.963 -57.637
H -66.351 -6.298 -55.581
H -64.608 -3.361 -56.017
H -65.961 -7.076 -61.045
C -70.188 -9.942 -63.346
C -71.658 -9.961 -63.234
C -72.155 -9.115 -62.263
C -71.401 -8.286 -61.356
C -70.057 -8.273 -61.533
C -69.389 -9.108 -62.415
O -68.043 -9.097 -62.469
O -73.522 -9.175 -62.030
H -69.518 -10.446 -64.087
H -72.129 -10.563 -63.935
H -71.857 -7.682 -60.797
H -69.511 -7.385 -60.924
H -67.674 -8.117 -62.296
H -73.875 -9.124 -62.817
```

Calculated values
HOMO energy   -5.477 eV
Net charge   -1
E   -3883.86132 hartree